No. 1
{
  "formula": "C30H54INO19",
  "method": "the ωB97M-V functional and the def2-TZVPD basis",
  "species": ["O", "C", "O", "C", "C", "C", "C", "C", "C", "C", "C", "O", "I", "N", "C", "O", "H", "H", "H", "H", "H", "H", "H", "H", "H", "H", "H", "H", "H", "H", "C", "C", "O", "C", "O", "O", "C", "H", "H", "H", "H", "H", "H", "H", "H", "C", "C", "O", "C", "O", "O", "C", "H", "H", "H", "H", "H", "H", "H", "H", "C", "C", "O", "C", "O", "O", "C", "H", "H", "H", "H", "H", "H", "H", "H", "C", "C", "O", "C", "O", "O", "C", "H", "H", "H", "H", "H", "H", "H", "H", "C", "C", "O", "C", "O", "O", "C", "H", "H", "H", "H", "H", "H", "H", "H"],
  "coordinates": [[-5.773, -4.464, -3.951], [-5.664, -4.387, -2.753], [-5.811, -3.193, -2.099], [-5.312, -5.544, -1.865], [-3.806, -5.767, -1.791], [-3.083, -4.457, -1.455], [-1.701, -4.650, -0.837], [-0.534, -4.979, -1.777], [0.182, -3.607, -2.079], [1.472, -3.441, -1.268], [2.169, -2.132, -1.560], [3.167, -2.080, -2.242], [1.406, -0.262, -0.778], [-0.786, -2.606, -1.617], [-1.302, -3.212, -0.433], [-1.371, -2.713, 0.657], [-6.642, -2.801, -2.380], [-5.837, -6.427, -2.199], [-5.676, -5.306, -0.871], [-3.591, -6.544, -1.070], [-3.438, -6.111, -2.753], [-3.688, -3.936, -0.718], [-3.073, -3.844, -2.349], [-1.740, -5.379, -0.039], [-0.814, -5.455, -2.707], [0.213, -5.537, -1.223], [0.426, -3.440, -3.118], [1.289, -3.572, -0.205], [2.128, -4.250, -1.566], [-1.469, -2.419, -2.332], [-2.937, -1.604, 3.595], [-1.435, -1.766, 3.512], [-0.758, -0.702, 4.212], [-0.691, -0.836, 5.536], [-1.126, -1.752, 6.179], [-0.068, 0.239, 6.034], [0.006, 0.257, 7.463], [-3.233, -0.615, 3.249], [-3.442, -2.355, 2.989], [-3.285, -1.707, 4.624], [-1.117, -1.699, 2.480], [-1.116, -2.735, 3.894], [0.431, -0.668, 7.844], [-0.983, 0.424, 7.888], [0.653, 1.087, 7.729], [1.547, 5.667, -0.585], [0.314, 6.045, 0.208], [-0.318, 4.891, 0.777], [0.243, 4.429, 1.895], [1.195, 4.900, 2.458], [-0.435, 3.349, 2.276], [0.088, 2.700, 3.440], [1.302, 4.908, -1.330], [1.957, 6.540, -1.092], [2.317, 5.253, 0.066], [-0.430, 6.493, -0.448], [0.547, 6.770, 0.987], [0.204, 3.400, 4.265], [1.040, 2.225, 3.208], [-0.620, 1.932, 3.733], [-6.079, 4.416, 8.378], [-5.785, 2.940, 8.540], [-5.561, 2.306, 7.273], [-4.346, 2.478, 6.758], [-3.440, 3.087, 7.264], [-4.304, 1.853, 5.584], [-3.065, 2.002, 4.886], [-6.903, 4.566, 7.681], [-6.343, 4.859, 9.339], [-5.212, 4.945, 7.982], [-6.644, 2.432, 8.974], [-4.935, 2.772, 9.200], [-2.222, 1.725, 5.515], [-2.956, 3.026, 4.530], [-3.087, 1.338, 4.029], [4.702, 0.716, -1.613], [4.904, 2.174, -1.957], [6.301, 2.507, -2.074], [6.857, 2.148, -3.221], [6.298, 1.592, -4.132], [8.145, 2.486, -3.192], [8.882, 2.093, -4.351], [5.267, 0.450, -0.717], [3.636, 0.503, -1.441], [5.051, 0.074, -2.422], [4.517, 2.810, -1.162], [4.381, 2.438, -2.875], [8.400, 2.444, -5.260], [8.992, 1.010, -4.378], [9.864, 2.550, -4.265], [1.224, 0.940, -8.579], [1.598, -0.527, -8.607], [2.994, -0.718, -8.348], [3.346, -0.665, -7.061], [2.598, -0.497, -6.132], [4.659, -0.832, -6.987], [5.197, -0.736, -5.658], [1.861, 1.507, -9.258], [0.183, 1.073, -8.876], [1.354, 1.355, -7.581], [1.426, -0.939, -9.600], [1.001, -1.104, -7.902], [4.673, -1.406, -4.978], [5.143, 0.286, -5.298], [6.239, -1.036, -5.717]],
  "e_homo_ev": -9.0,
  "lumo_energy_ev": 0.27,
  "homo_lumo_gap_ev": 9.29
}


No. 2
{
  "formula": "C30H55BrFN4O4",
  "method": "the ωB97M-V functional and the def2-TZVPD basis",
  "species": ["C", "C", "N", "C", "C", "C", "C", "C", "C", "C", "C", "C", "C", "C", "C", "C", "C", "C", "N", "C", "C", "C", "O", "Br", "N", "C", "C", "F", "N", "C", "C", "C", "C", "O", "C", "C", "O", "H", "H", "H", "H", "H", "H", "H", "H", "H", "H", "H", "H", "H", "H", "H", "H", "H", "H", "H", "H", "H", "H", "H", "H", "H", "H", "H", "H", "H", "H", "H", "H", "H", "H", "H", "H", "H", "H", "H", "H", "H", "H", "H", "H", "H", "H", "H", "H", "H", "C", "C", "O", "H", "H", "H", "H", "H", "H"],
  "coordinates": [[0.446, 1.019, -4.085], [0.224, -0.273, -3.319], [0.121, -0.198, -1.822], [1.462, -0.018, -1.075], [2.040, -1.410, -0.432], [3.457, -1.069, 0.321], [3.339, -0.953, 1.964], [3.748, 0.557, 2.540], [4.239, 0.537, 4.113], [5.687, 1.257, 4.383], [5.612, 2.703, 5.156], [5.365, 2.613, 6.774], [6.609, 3.150, 7.698], [6.861, 4.772, 7.643], [5.530, 5.686, 7.943], [5.898, 7.314, 7.973], [4.997, 8.165, 9.049], [-0.983, -0.267, -1.029], [-0.857, -0.217, 0.483], [-2.300, -0.366, 0.912], [-2.643, -0.411, 2.514], [-1.626, 0.589, 3.341], [-0.299, 0.463, 3.428], [-2.468, 2.120, 4.355], [-3.160, -0.479, -0.327], [-4.649, -0.663, -0.139], [-5.315, 0.710, 0.515], [-4.909, -1.849, 0.759], [-2.394, -0.397, -1.508], [-3.084, -0.450, -2.837], [-3.656, -1.992, -3.143], [-2.613, -2.916, -4.006], [-3.067, -3.095, -5.605], [-3.385, -4.518, -5.937], [-4.723, -4.635, -6.539], [-5.016, -5.158, -8.098], [-5.847, -4.358, -5.824], [0.147, 1.149, -5.223], [0.997, 1.954, -3.598], [0.203, -1.244, -3.977], [2.268, 0.334, -1.883], [1.410, 0.888, -0.299], [2.127, -2.253, -1.258], [1.259, -1.790, 0.352], [4.252, -1.895, 0.005], [3.833, -0.011, -0.072], [2.300, -1.326, 2.380], [4.148, -1.699, 2.400], [2.733, 1.180, 2.496], [4.494, 1.106, 1.824], [4.355, -0.594, 4.451], [3.468, 1.024, 4.859], [6.373, 0.552, 5.057], [6.318, 1.447, 3.389], [6.667, 3.229, 5.006], [4.800, 3.447, 4.709], [5.122, 1.507, 7.138], [4.412, 3.255, 7.063], [6.456, 2.869, 8.844], [7.641, 2.645, 7.390], [7.669, 5.078, 8.468], [7.369, 5.026, 6.605], [5.024, 5.368, 8.952], [4.782, 5.500, 7.059], [5.771, 7.740, 6.867], [7.036, 7.475, 8.294], [3.993, 7.647, 9.369], [5.598, 8.400, 10.050], [4.728, 9.231, 8.600], [-2.380, -1.514, 2.884], [-3.780, -0.251, 2.768], [-5.252, -0.880, -1.121], [-5.322, 1.503, -0.371], [-6.417, 0.515, 0.917], [-4.664, 1.172, 1.373], [-2.507, 0.012, -3.743], [-4.078, 0.204, -2.728], [-4.604, -1.815, -3.847], [-4.080, -2.513, -2.175], [-2.700, -4.019, -3.556], [-1.490, -2.613, -3.885], [-3.997, -2.432, -5.889], [-2.153, -2.752, -6.256], [-5.427, -6.271, -7.993], [-5.868, -4.533, -8.622], [-4.012, -5.176, -8.711], [-8.767, -5.697, -10.760], [-7.533, -5.425, -11.595], [-6.452, -6.224, -11.139], [-8.572, -5.482, -9.704], [-9.608, -5.085, -11.096], [-9.052, -6.752, -10.822], [-7.239, -4.374, -11.513], [-7.716, -5.650, -12.650], [-6.720, -7.155, -11.225]],
  "e_homo_ev": -11.6,
  "lumo_energy_ev": -3.61,
  "charge": 1,
  "homo_lumo_gap_ev": 7.96
}


No. 3
{
  "formula": "C30H55FO24",
  "method": "the ωB97M-V functional and the def2-TZVPD basis",
  "species": ["C", "C", "O", "C", "O", "O", "H", "H", "H", "H", "C", "C", "O", "C", "O", "O", "C", "H", "H", "H", "H", "H", "H", "H", "H", "C", "C", "O", "C", "O", "O", "C", "H", "H", "H", "H", "H", "H", "H", "H", "C", "C", "O", "C", "O", "O", "C", "H", "H", "H", "H", "H", "H", "H", "H", "C", "C", "O", "C", "O", "O", "C", "H", "H", "H", "H", "H", "H", "H", "H", "C", "C", "O", "C", "O", "O", "C", "H", "H", "H", "H", "H", "H", "H", "H", "C", "C", "O", "C", "O", "O", "C", "H", "H", "H", "H", "H", "H", "H", "H", "C", "C", "O", "C", "O", "O", "F", "H", "H", "H"],
  "coordinates": [[3.389, -13.622, -7.726], [2.491, -12.710, -6.927], [2.026, -11.843, -7.944], [2.804, -11.907, -9.001], [2.735, -11.095, -9.946], [3.630, -12.961, -8.941], [2.982, -14.589, -8.021], [4.296, -13.712, -7.128], [3.012, -12.185, -6.126], [1.584, -13.229, -6.618], [-1.129, -9.176, -9.236], [-0.004, -8.216, -9.613], [-0.385, -7.645, -10.798], [0.302, -6.543, -11.284], [1.116, -5.861, -10.638], [-0.144, -6.422, -12.525], [0.543, -5.453, -13.319], [-1.838, -8.790, -8.504], [-0.717, -10.107, -8.846], [-1.716, -9.499, -10.096], [1.016, -8.603, -9.599], [-0.113, -7.436, -8.859], [0.485, -4.507, -12.780], [0.109, -5.370, -14.316], [1.568, -5.821, -13.356], [4.212, -16.938, -12.824], [5.296, -17.768, -13.441], [6.484, -16.929, -13.770], [6.459, -15.989, -14.728], [5.522, -15.588, -15.436], [7.746, -15.552, -14.749], [8.146, -14.545, -15.668], [3.254, -17.458, -12.797], [4.141, -15.968, -13.317], [4.483, -16.703, -11.795], [4.971, -18.150, -14.409], [5.575, -18.617, -12.818], [7.646, -13.611, -15.413], [7.878, -14.545, -16.725], [9.216, -14.349, -15.590], [6.237, -11.387, -13.159], [7.613, -10.896, -13.681], [8.630, -11.932, -13.735], [9.856, -11.585, -13.635], [10.302, -10.471, -13.550], [10.563, -12.761, -13.866], [11.933, -12.702, -14.145], [6.016, -11.418, -12.093], [6.095, -12.373, -13.601], [5.453, -10.783, -13.618], [7.850, -10.019, -13.080], [7.426, -10.468, -14.666], [12.238, -13.704, -14.448], [12.548, -12.482, -13.272], [12.195, -12.061, -14.986], [7.789, -13.256, -10.145], [7.727, -14.029, -11.440], [7.750, -15.413, -11.200], [8.874, -16.233, -11.370], [8.907, -17.433, -11.056], [9.883, -15.594, -11.918], [11.157, -16.225, -12.230], [8.140, -12.228, -10.235], [8.424, -13.807, -9.450], [6.774, -13.179, -9.756], [8.567, -13.689, -12.046], [6.799, -13.890, -11.994], [10.907, -17.257, -12.476], [11.865, -16.293, -11.404], [11.701, -15.686, -13.006], [3.982, -13.423, -12.485], [2.756, -14.051, -11.936], [1.678, -13.166, -12.000], [0.590, -13.203, -11.188], [0.247, -14.105, -10.380], [-0.071, -12.039, -11.314], [0.187, -11.047, -12.380], [4.524, -12.905, -11.694], [3.741, -12.829, -13.367], [4.750, -14.094, -12.870], [3.000, -14.366, -10.922], [2.576, -14.922, -12.565], [0.080, -11.498, -13.366], [1.213, -10.686, -12.319], [-0.413, -10.146, -12.255], [-1.580, -14.905, -15.250], [-2.124, -13.703, -16.052], [-1.964, -12.562, -15.201], [-2.986, -11.977, -14.431], [-4.117, -12.375, -14.374], [-2.529, -10.891, -13.873], [-3.323, -10.032, -13.039], [-1.682, -15.830, -15.818], [-2.132, -15.037, -14.319], [-0.542, -14.985, -14.930], [-3.157, -13.981, -16.261], [-1.709, -13.388, -17.010], [-4.340, -9.939, -13.420], [-3.003, -8.990, -13.052], [-3.246, -10.335, -11.995], [1.255, -9.548, -17.285], [0.625, -9.472, -15.904], [0.265, -8.114, -15.702], [0.545, -7.522, -16.839], [0.406, -6.295, -16.962], [1.013, -8.305, -17.740], [1.562, -9.809, -14.958], [0.724, -10.424, -17.658], [2.339, -9.657, -17.306], [-0.224, -10.155, -15.871]],
  "e_homo_ev": [-11.8, -11.8],
  "lumo_energy_ev": [-2.54, -9.94],
  "charge": 1,
  "spin_multiplicity": 2,
  "homo_lumo_gap_ev": [9.28, 1.89]
}


No. 4
{
  "formula": "C30H55HgN4OP2S",
  "method": "the ωB97M-V functional and the def2-TZVPD basis",
  "species": ["C", "C", "C", "C", "C", "H", "H", "H", "N", "P", "P", "C", "H", "H", "C", "H", "C", "C", "C", "C", "C", "H", "H", "H", "C", "H", "H", "H", "C", "H", "H", "H", "C", "H", "H", "H", "C", "H", "H", "H", "C", "H", "H", "H", "C", "H", "H", "H", "C", "H", "H", "H", "C", "H", "H", "H", "C", "H", "H", "H", "C", "H", "H", "H", "C", "H", "H", "H", "Hg", "C", "O", "N", "C", "C", "C", "C", "C", "H", "H", "H", "H", "H", "H", "H", "H", "H", "N", "C", "N", "S", "H", "H", "H", "H"],
  "coordinates": [[2.301, -1.234, -0.999], [1.216, 0.623, -2.010], [3.144, -1.371, -2.107], [2.030, 0.506, -3.151], [3.012, -0.484, -3.190], [3.883, -2.177, -2.127], [1.885, 1.195, -3.987], [3.665, -0.581, -4.063], [1.383, -0.225, -0.948], [0.565, -2.358, 0.878], [-0.078, 2.246, -0.135], [2.305, -2.207, 0.155], [2.762, -3.165, -0.146], [2.901, -1.793, 0.991], [0.042, 1.549, -1.910], [0.066, 2.304, -2.708], [-1.708, 3.276, -0.086], [1.421, 3.430, 0.038], [-0.362, -3.561, -0.287], [0.845, -3.218, 2.566], [-2.792, 2.451, 0.645], [-2.679, 2.536, 1.736], [-3.781, 2.864, 0.369], [-2.766, 1.384, 0.388], [-1.521, 4.567, 0.738], [-1.243, 4.344, 1.781], [-0.777, 5.254, 0.306], [-2.490, 5.099, 0.758], [-2.191, 3.630, -1.505], [-2.836, 4.526, -1.454], [-1.361, 3.851, -2.194], [-2.791, 2.815, -1.935], [1.433, 4.050, 1.454], [0.826, 3.455, 2.154], [2.475, 4.044, 1.825], [1.080, 5.089, 1.473], [2.721, 2.606, -0.107], [2.640, 1.620, 0.373], [3.010, 2.467, -1.160], [3.534, 3.163, 0.394], [1.436, 4.532, -1.041], [0.637, 4.407, -1.789], [1.281, 5.512, -0.553], [2.405, 4.572, -1.568], [-0.526, -3.397, 3.252], [-0.378, -3.937, 4.206], [-0.984, -2.420, 3.483], [-1.233, -3.983, 2.644], [1.696, -2.297, 3.463], [2.616, -1.953, 2.964], [1.128, -1.412, 3.786], [1.994, -2.871, 4.360], [1.587, -4.565, 2.437], [2.315, -4.545, 1.608], [2.157, -4.745, 3.368], [0.914, -5.420, 2.289], [0.044, -3.174, -1.723], [1.069, -3.500, -1.966], [-0.643, -3.671, -2.432], [-0.040, -2.088, -1.877], [-1.870, -3.266, -0.114], [-2.250, -2.726, -0.999], [-2.412, -4.227, -0.023], [-2.080, -2.674, 0.790], [-0.067, -5.059, -0.102], [1.016, -5.273, -0.115], [-0.498, -5.472, 0.824], [-0.521, -5.609, -0.949], [0.011, -0.011, 0.745], [1.413, 0.408, 1.995], [2.194, 0.771, 2.805], [-1.388, -0.177, -0.928], [-1.195, 0.553, -1.951], [-2.034, 0.420, -3.260], [-1.659, 1.444, -4.348], [-1.801, -0.997, -3.830], [-3.530, 0.557, -2.902], [-1.794, 2.487, -4.012], [-0.613, 1.321, -4.680], [-2.304, 1.297, -5.233], [-2.151, -1.753, -3.110], [-2.355, -1.123, -4.778], [-0.730, -1.176, -4.029], [-4.029, 1.253, -3.601], [-4.017, -0.430, -2.971], [-3.672, 0.942, -1.878], [-1.141, -0.521, 5.027], [0.011, -0.011, 4.365], [0.931, 0.717, 5.185], [0.011, -0.011, 2.745], [-1.215, -0.474, 6.053], [-1.965, -0.848, 4.503], [1.666, 1.343, 4.846], [0.800, 0.709, 6.207]],
  "e_homo_ev": -8.6,
  "lumo_energy_ev": -3.27,
  "charge": 1,
  "homo_lumo_gap_ev": 5.37
}